(1)
{
  "formula": "C38H39BF6O4",
  "method": "the ωB97M-V functional and the def2-TZVPD basis",
  "species": ["H", "C", "H", "C", "C", "F", "C", "C", "H", "C", "C", "H", "H", "C", "H", "H", "H", "H", "H", "C", "H", "H", "C", "C", "C", "H", "H", "C", "H", "C", "B", "C", "C", "F", "H", "H", "C", "C", "H", "H", "H", "O", "H", "C", "C", "H", "C", "H", "O", "H", "F", "C", "F", "H", "C", "H", "H", "O", "F", "C", "C", "H", "C", "C", "O", "H", "C", "C", "H", "H", "F", "C", "H", "H", "H", "C", "H", "C", "C", "C", "C", "H", "C", "H", "H", "C", "C", "H"],
  "positions_angstrom": [[-0.4518, -3.1712, -0.5934], [-0.0479, -5.5159, 0.0593], [5.4858, -0.7400, 3.9909], [8.8144, -0.6057, -0.9820], [8.8617, -2.5255, 3.7209], [6.3135, 2.1250, -4.1093], [8.4578, -1.6616, 2.7264], [0.1054, -0.7970, 1.7618], [3.1113, -3.0213, -1.2708], [0.2617, 1.6208, 0.9920], [6.4350, -1.2408, 3.9138], [7.2587, 1.9153, 0.9605], [1.5844, 2.1850, -2.1077], [1.1173, 2.3808, -1.1584], [-1.1014, -5.2700, -0.0758], [-0.8868, 5.7357, 0.8383], [6.4637, -4.9107, 0.1391], [7.1380, -3.5507, -1.8826], [9.8618, 1.5075, -3.3774], [0.8511, 3.7049, -0.7942], [9.8127, -3.0252, 3.6434], [0.5438, -5.1323, -0.7711], [7.6371, 1.2166, 1.7078], [6.8370, -2.1069, 4.9065], [5.5888, -4.2845, 0.3069], [2.7126, -1.3201, -1.0182], [0.8977, -3.6499, 3.4278], [-0.2497, -1.3959, 0.5316], [3.9617, -1.7511, -2.1694], [3.5272, -2.0164, -1.2073], [6.5837, -0.7914, 0.2850], [0.6072, 5.9713, -0.7690], [0.1461, 5.4520, 0.6048], [8.3247, 3.0423, -4.2183], [-0.0033, 0.9407, 2.9871], [7.6447, 1.7240, 2.6740], [0.8236, 1.3666, -0.2881], [0.4826, -1.6547, 2.8206], [9.1637, -1.4395, -0.3995], [0.7279, -1.2261, 3.7776], [-0.2176, 6.4169, -1.3397], [5.1499, -0.6044, -0.1059], [1.4132, 6.7131, -0.6945], [0.5778, -3.0040, 2.6291], [7.3562, 2.5943, -3.3955], [9.0829, -1.5026, 1.8658], [7.2432, -1.0034, 2.8139], [4.7230, -4.7778, -0.1334], [6.8884, -2.2507, 0.3847], [5.4376, -3.5550, -2.3508], [6.9484, 3.5776, -2.5687], [-0.1710, -2.7482, 0.3540], [11.2980, -0.9456, -3.2574], [6.2007, -2.2788, 5.7580], [8.0535, -2.7461, 4.8143], [1.0828, 0.3592, -0.5549], [5.7505, 0.2113, 1.9234], [1.0855, 4.8577, -1.5275], [11.3083, -1.4600, -1.1053], [7.5284, -0.1510, -0.8380], [0.0001, 2.9654, 1.3495], [-0.4212, 3.1958, 2.3109], [7.8985, 1.4637, -2.5475], [6.1942, -3.0175, -1.7818], [0.4153, -4.9692, 1.2716], [0.7879, 5.8200, 1.4138], [4.5719, -1.9133, -0.0921], [7.0644, 0.8717, -1.6251], [5.4437, -4.2144, 1.3834], [6.0474, 1.2110, -1.5318], [11.9088, 0.5644, -1.7610], [5.8122, -2.8959, -0.3010], [3.3832, -3.0740, 1.3267], [6.3240, -2.0311, -2.2228], [0.0606, -6.6007, 0.0998], [11.0964, -0.4817, -2.0087], [-0.6410, -0.7781, -0.2589], [9.2020, 1.0295, -2.6727], [0.0797, 0.6076, 1.9652], [0.2667, -3.5915, 1.3893], [3.9114, -2.1236, 1.2741], [8.6708, 0.9855, 1.4497], [6.8040, -0.0463, 1.7522], [3.1969, -1.3258, 1.4670], [4.6610, -2.0977, 2.0615], [9.6614, -0.0103, -1.8917], [0.2845, 3.9732, 0.4713], [8.3735, -3.4139, 5.5969]],
  "energy_ev": -65210.410,
  "multiplicity": 1,
  "homo_energy_ev": -6.588,
  "de_lowest_kcal_mol": 58.6
}

***

(2)
{
  "formula": "C38H39BrN12O4P2Ti",
  "method": "the ωB97M-V functional and the def2-TZVPD basis",
  "species": ["C", "N", "H", "C", "H", "C", "H", "C", "C", "H", "C", "N", "C", "H", "C", "N", "C", "H", "O", "C", "H", "C", "C", "N", "H", "C", "H", "H", "H", "C", "C", "H", "P", "H", "H", "H", "H", "C", "H", "C", "H", "C", "H", "N", "H", "H", "N", "H", "C", "N", "C", "Ti", "C", "H", "C", "C", "C", "C", "P", "H", "C", "H", "H", "C", "H", "Br", "C", "O", "H", "C", "C", "N", "H", "H", "H", "C", "C", "O", "N", "N", "H", "N", "H", "H", "H", "N", "C", "H", "H", "C", "C", "C", "C", "O", "C", "H", "H"],
  "positions_angstrom": [[-6.3856, -0.4740, -2.6334], [1.9049, -0.9517, -2.9916], [-3.7543, 1.4382, -1.6831], [1.3303, -2.3435, -0.4984], [-3.0808, -0.0281, -5.6207], [-3.2458, -1.4363, 0.4794], [0.1349, 1.7670, -3.4193], [2.9536, -3.9867, -1.1745], [-0.8656, 2.3311, -6.6075], [4.2091, -5.5445, -1.9064], [-2.6275, -0.2281, 2.1667], [0.7444, 0.0243, 4.0827], [-2.2408, 0.6543, -5.5716], [2.5857, -4.5511, -0.3285], [-5.6888, 0.5792, -2.0525], [4.0304, -0.7321, -1.8275], [2.9882, -1.7538, -2.3808], [-3.7882, -2.2376, -3.8971], [2.9674, 2.4112, 0.4921], [-2.1225, 4.2441, 3.4675], [2.2761, -0.1799, -3.5393], [-0.2601, -3.5330, -4.8133], [-4.5359, -0.6450, 3.7474], [-1.4968, 2.0358, 0.6856], [0.0860, -5.4858, -4.0015], [-1.5913, 3.2374, 0.0440], [-2.1025, 5.3185, 3.3090], [2.6671, -0.9067, 4.1969], [1.4761, 0.1940, 6.0158], [-1.2469, -2.8843, -2.3040], [-1.4831, 0.7629, -4.4064], [0.3505, 1.4747, 5.5510], [-1.8370, -0.2481, -2.9654], [-4.9315, 0.3655, 3.8276], [-5.1064, -2.1498, 1.4582], [-0.2564, -0.1575, 5.9240], [-0.7820, -4.8952, -1.7580], [-1.2191, -1.9117, -3.3034], [-1.4792, 3.3169, -1.0234], [-5.7046, -1.4832, -3.2984], [-1.3408, 3.9804, 4.1763], [3.8781, 0.4035, -1.1670], [-3.8900, -0.8568, 4.5965], [4.9236, 1.1173, -0.7641], [4.9771, -1.0496, -1.9896], [2.2233, -1.2965, 1.5222], [-1.8826, 3.5857, 2.1880], [-0.6270, 2.9410, -7.4676], [3.7743, -2.5329, -3.3879], [-3.7981, -0.8070, 2.4978], [4.1929, -3.7966, -3.2068], [-0.5194, 0.2586, -0.0520], [-0.1115, 0.2285, 3.0580], [-5.3617, -1.3503, 3.7479], [-0.4300, 1.6725, -4.3399], [-3.6220, -0.3848, -2.8127], [-0.1207, 2.4538, -5.4435], [-4.1982, -1.5751, 1.4412], [-1.7639, 0.9590, 3.2473], [5.8638, 0.8437, -0.9963], [-1.8341, 4.2077, 0.9694], [-6.2263, 1.3642, -1.5379], [0.6943, 3.1629, -5.3947], [1.6051, -0.7973, 2.2461], [-3.0942, 3.9605, 3.8667], [4.2545, -1.5657, -4.9614], [-1.6669, 2.2714, 1.9815], [0.7201, -1.0705, -0.7852], [0.1325, -3.7798, -5.7900], [1.8359, -0.6208, 3.5783], [0.5580, 0.4094, 5.4770], [-1.2465, 0.4713, -1.6488], [-0.6856, -1.5126, -5.3575], [-1.5764, -2.6430, -1.3006], [4.8008, -4.2608, -3.9725], [-1.9265, 1.4366, -6.6701], [2.4207, -2.6761, -1.3427], [0.8237, -2.9560, 0.4149], [2.5749, 0.7322, -0.9469], [2.2357, 1.6355, -0.0948], [-3.2303, -1.8794, -0.4996], [0.3865, -0.2664, 1.9292], [1.4223, -1.5770, -3.6339], [-1.9790, 5.2682, 0.8668], [4.7616, 1.9547, -0.2232], [-2.2642, -0.5991, 0.9376], [-0.2867, -4.4893, -3.8090], [-7.4645, -0.5067, -2.5694], [1.0904, -0.7835, -1.7658], [-4.3082, 0.6263, -2.1398], [-0.7820, -4.1636, -2.5538], [-0.7279, -2.2491, -4.5673], [3.8334, -4.5428, -2.0410], [0.9689, 1.7144, 0.1144], [-4.3205, -1.4424, -3.3901], [-2.5133, 1.3553, -7.5741], [-6.2496, -2.3028, -3.7460]],
  "energy_ev": -177834.647,
  "multiplicity": 1,
  "homo_energy_ev": -11.105,
  "charge": 2,
  "de_lowest_kcal_mol": 18.6
}